# 1
The following is a DFT calculation (ωB97M-V/def2-TZVPD) of a structure of composition C11H20N4PW in a non-equilibrium geometry.

Max |F| = 0.052 hartree/bohr
HOMO (spin up / spin down) = -11.2 / -10.5 eV
Energy above the lowest of the compared OMol25 structures with the same formula, charge and spin = 0.00 kcal per mole
Lowest unoccupied orbital energy (spin up / spin down) = -3.874 / -3.998 eV
Total charge = +1
Gap between HOMO and LUMO (spin up / spin down) = 7.35 / 6.53 eV
<S²> = 2.018
Spin multiplicity = 3

Last column: Löwdin spin population.
Positions of all 37 atoms, in Å:
C -0.54 -1.18 -3.02  0.006
H -1.59 1.34 1.19  0.000
H -2.05 -0.84 0.35  0.005
H 0.11 1.95 1.33  0.002
N 1.39 -0.91 2.09  0.005
H -1.70 0.40 -4.12  0.007
C -1.35 -0.63 2.87  0.000
H -0.73 -1.95 -0.15  0.002
N -0.47 0.56 2.77  0.002
H 1.36 -2.11 -2.20  0.002
H 1.96 0.50 0.64  0.006
H 0.69 1.69 -4.31  0.002
W -0.02 0.68 -1.61  1.624
P -0.48 2.95 -1.37  0.098
C -0.54 1.07 1.37  0.008
C 0.93 0.15 3.03  0.001
H 0.77 -2.84 1.49  0.000
H -1.46 3.34 -0.40  -0.004
C 0.86 -1.27 -2.68  0.015
C 1.30 -0.37 0.70  0.021
H 2.56 0.17 -3.03  0.010
H -0.94 3.74 -2.45  0.013
C -0.76 0.06 -3.71  0.031
C 0.46 -2.06 2.21  0.001
H 1.00 -0.25 4.05  0.000
H -1.29 -1.93 -2.80  0.003
H 0.61 3.77 -0.92  0.023
N -0.95 -1.70 1.92  0.003
H -2.38 -0.32 2.63  0.000
C -1.02 -1.15 0.53  0.014
C 1.50 -0.05 -3.10  0.041
N -0.11 0.04 0.38  0.027
C 0.49 0.78 -3.77  0.029
H 0.51 -2.44 3.24  0.000
H 1.57 1.03 2.92  0.000
H 1.64 -1.17 0.03  0.004
H -1.30 -1.03 3.89  0.000

=====

# 2
The following is a DFT calculation (ωB97M-V/def2-TZVPD) of a cluster of 16 separate species, C40H122N10O16 in total in a non-equilibrium geometry.

Max |F| = 0.060 hartree/bohr
HOMO = -9.0 eV
Energy above the lowest of the compared OMol25 structures with the same formula, charge and spin = 183.99 kcal per mole
Lowest unoccupied orbital energy = 0.206 eV
Gap between HOMO and LUMO = 9.23 eV
Spin multiplicity = 1

Last column: Löwdin charge in e.
Positions of all 188 atoms, in Å:
C -4.46 8.43 -8.03  -0.116
O 10.36 -5.02 2.63  -0.053
H -10.04 -0.57 -6.63  0.086
O -3.50 -5.21 4.07  -0.193
C -5.07 6.18 -5.62  -0.421
H -6.13 2.02 6.55  0.091
H -5.67 -4.25 3.21  0.070
H 6.39 -6.92 6.34  0.082
C -8.36 4.98 4.53  -0.068
H -3.02 6.71 -5.59  0.122
C -5.44 6.12 -4.16  -0.081
H 0.64 4.31 11.37  0.133
C -3.91 7.16 -6.05  -0.191
H -5.54 8.47 -7.90  0.086
O -3.73 7.37 -7.44  -0.184
C -6.36 -4.94 3.70  -0.049
H 3.25 -1.95 1.06  0.084
H 13.34 6.07 -1.24  0.081
H 0.61 0.49 -2.98  0.057
H -7.64 -2.13 -10.81  0.065
H -6.75 -4.47 4.60  0.077
H 12.31 3.02 -0.84  0.121
H -7.51 3.65 3.09  0.138
H -9.04 -1.21 -8.68  0.121
H -8.19 -2.30 -7.55  0.126
H 4.43 -2.30 8.84  0.075
H -1.20 -4.14 -5.15  0.025
H -5.24 -6.72 2.97  0.146
C -6.87 -1.35 -8.96  -0.398
H -0.05 7.15 10.71  0.065
H -8.51 5.92 4.00  0.078
H -4.66 5.95 -3.42  0.080
H 5.66 6.37 -2.90  0.114
H 6.82 2.32 -4.03  0.066
C -9.07 -0.16 -6.33  -0.165
H 3.54 -5.04 -4.39  0.029
C -4.51 -7.62 -4.69  -0.163
H 9.48 -5.27 2.35  0.023
C 5.39 -2.59 9.26  -0.080
H 6.39 -4.51 7.23  0.123
H 4.63 5.74 -0.84  0.084
H -5.66 -0.84 -7.46  0.063
C -4.84 -8.27 -6.08  -0.417
O -7.99 2.32 5.74  -0.183
H -3.68 -7.30 -7.40  0.067
O -0.39 -3.71 -5.43  -0.056
C 6.36 5.54 -2.76  -0.230
H -2.04 0.71 -9.62  0.027
O 13.98 4.17 -0.75  -0.177
N 6.65 -4.47 9.95  0.026
H -0.82 0.83 -2.51  0.065
H -0.68 1.34 -9.40  0.025
H -4.07 9.38 -7.66  0.078
C 6.05 4.31 -3.61  -0.408
C 5.46 -4.11 9.17  -0.438
H -5.87 -2.47 -10.61  0.072
C -8.42 3.73 3.68  -0.488
H 4.59 -4.44 9.74  0.127
H 4.80 -6.43 5.88  0.080
C -6.85 -2.40 -10.12  -0.061
H 3.90 -0.49 1.83  0.089
H -9.66 3.01 2.44  0.062
H -5.88 -2.42 -7.50  0.065
H 11.75 1.14 1.14  0.069
H -6.25 -9.77 -5.38  0.071
H 11.27 2.64 1.88  0.074
C -2.18 -5.03 4.62  -0.101
H -9.38 0.84 -6.04  0.086
H -6.68 -0.36 -9.38  0.134
H 7.20 6.13 -3.13  0.123
H 0.55 3.88 6.85  0.085
H -6.41 -6.90 5.64  0.067
C 3.43 -0.88 0.93  -0.108
H -8.82 -0.62 -5.37  0.088
H -1.87 5.42 10.13  0.071
N -4.57 4.83 -5.93  0.019
H 6.65 -4.11 10.90  0.068
H -1.69 3.88 10.95  0.074
H -6.22 3.01 4.99  0.073
H -4.12 8.47 -9.06  0.089
H -7.14 -3.41 -9.83  0.066
H -5.25 -4.39 -4.08  0.077
H -0.92 -1.50 -0.12  0.067
H -9.15 4.99 5.28  0.083
H 5.02 -7.89 7.01  0.088
H 5.50 4.86 0.34  0.080
H -4.24 4.76 -6.88  0.068
O 6.95 -6.11 -0.08  -0.056
N 14.17 3.39 1.93  0.031
H -5.91 6.44 -6.26  0.126
H 7.08 -7.06 -0.09  0.029
C 0.57 4.92 9.23  -0.233
C 13.54 5.13 -1.74  -0.095
N -9.47 3.95 2.73  0.030
N -6.36 -7.21 4.68  0.021
H 14.34 5.37 -2.44  0.082
H -6.31 1.30 4.95  0.081
H 4.94 -5.08 -4.98  0.028
C -4.41 -6.02 4.81  -0.234
H 4.10 -0.83 0.07  0.081
C 0.38 0.13 -0.96  -0.392
N -5.73 -1.62 -8.09  0.017
H -5.98 7.04 -3.92  0.072
H -9.77 2.49 4.77  0.127
H -4.79 -5.53 5.71  0.126
C 7.20 3.19 -3.49  -0.036
C -5.27 -5.44 -3.82  -0.081
O 5.30 -6.17 7.95  -0.205
C 1.73 -0.56 -0.70  -0.201
H -5.61 -7.57 -6.39  0.128
H -4.59 -10.36 -5.41  0.080
H 5.11 3.80 -3.41  0.119
C 5.37 4.95 -0.74  -0.089
H 12.65 4.82 -2.28  0.080
C 0.17 5.09 10.76  -0.382
H -1.59 -4.20 4.21  0.083
H 13.72 4.19 2.36  0.072
H 6.83 4.64 -5.48  0.061
H -5.36 4.20 -5.96  0.065
H 2.48 -0.20 -1.41  0.115
C 12.84 3.61 -0.10  -0.236
C 12.13 1.99 1.70  -0.071
H 6.33 -5.95 -0.79  0.028
C -6.58 2.16 5.57  -0.096
H 12.34 1.51 2.66  0.069
O 6.66 5.26 -1.38  -0.178
N -0.10 0.13 -2.37  0.021
H 0.09 5.61 8.53  0.124
C -1.35 4.91 10.95  -0.073
N 0.53 6.46 11.17  0.023
H 6.67 -5.48 9.95  0.063
O -4.67 -6.20 -4.94  -0.251
H -10.36 4.15 3.18  0.076
H 0.82 2.21 7.35  0.086
O 2.20 -0.27 0.62  -0.192
H -7.47 5.12 5.15  0.073
C -0.82 -0.41 -0.10  -0.067
H 0.48 1.16 -0.61  0.124
H -3.98 -8.73 -7.82  0.059
H -4.77 -5.62 -2.86  0.082
H -0.67 -0.21 0.96  0.069
H 1.71 -1.63 -0.90  0.125
H 3.09 0.39 -7.73  0.027
H 2.04 3.40 7.72  0.082
H -8.64 1.68 3.77  0.120
H -1.53 -5.88 4.79  0.080
O -1.50 1.46 -9.88  -0.055
H -6.21 5.40 -3.90  0.072
H 12.12 4.30 0.33  0.124
H 4.98 3.98 -1.06  0.078
H 13.98 1.96 0.45  0.137
H 1.47 6.62 10.82  0.056
N -3.70 -8.23 -6.99  0.034
C 5.36 -6.90 6.69  -0.077
H -6.33 -5.68 -3.73  0.078
O 2.55 1.10 -7.39  -0.055
H -7.20 -4.97 3.01  0.070
O 0.38 3.59 8.89  -0.199
H -1.76 5.40 11.83  0.071
H -3.81 -6.88 5.10  0.125
H 10.78 -4.68 1.84  0.028
H -5.55 -10.16 -6.91  0.070
H -3.52 -7.72 -4.23  0.123
H -0.45 -2.82 -5.10  0.026
H 14.37 2.78 2.70  0.063
C 0.97 3.25 7.63  -0.090
H 5.61 5.65 -5.12  0.062
O 4.46 -5.22 -4.16  -0.056
C 13.33 2.65 1.00  -0.423
H -2.29 -4.65 5.63  0.075
H 4.73 -4.41 7.07  0.116
C -5.31 -9.74 -5.94  -0.063
C -8.16 -1.34 -8.05  -0.197
H 1.65 5.08 9.14  0.108
H -1.82 -0.13 -0.43  0.066
H 8.11 3.52 -3.98  0.069
H -5.29 -7.74 -3.94  0.105
H 5.31 -2.27 10.30  0.071
H -3.96 8.14 -5.58  0.116
C -8.72 2.50 4.49  -0.196
H 6.30 -2.15 8.86  0.081
C 5.48 -4.77 7.77  -0.200
H 3.14 1.85 -7.32  0.028
C -5.58 -6.28 3.91  -0.431
H -5.83 -8.06 4.77  0.069
O -8.08 -0.15 -7.28  -0.165
N 5.93 4.70 -5.02  0.019
H 7.41 2.86 -2.47  0.069

=====

# 3
The following is a DFT calculation (ωB97M-V/def2-TZVPD) of the ion C9H14N3 with charge +1 in a non-equilibrium geometry.

Max |F| = 0.099 hartree/bohr
HOMO = -12.2 eV
Energy above the lowest of the compared OMol25 structures with the same formula, charge and spin = 71.13 kcal per mole
SMILES string = CC1=N[C@@]23C=C[C@@H](C)[NH2+][C@@H]2[C@H]3N1
Lowest unoccupied orbital energy = -3.003 eV
Total charge = +1
Gap between HOMO and LUMO = 9.21 eV
Spin multiplicity = 1

Last column: natural (NBO) charge in e.
Positions of all 26 atoms, in Å:
H -1.45 -1.63 1.15  0.437
H 4.02 0.06 -1.73  0.260
C 0.32 0.37 0.44  0.014
C -2.55 0.38 -1.35  -0.662
C -1.97 0.98 0.93  -0.234
H -0.39 2.14 1.69  0.260
N 1.49 0.96 -0.14  -0.456
H 0.74 -1.48 1.87  0.237
H 4.51 0.64 0.07  0.244
H 0.09 -0.98 -1.26  0.253
N 2.26 -1.02 0.54  -0.623
N -1.53 -1.27 0.20  -0.489
H -2.60 -0.34 -2.13  0.236
H 3.00 -1.49 1.06  0.424
C -0.16 -0.87 -0.17  -0.103
C -0.62 1.25 1.04  -0.155
H -1.79 1.18 -1.40  0.254
H 3.41 1.60 -1.01  0.268
C -2.57 -0.12 0.13  -0.070
H -3.60 0.83 -1.60  0.262
C 3.80 0.60 -0.69  -0.683
H -1.76 -2.04 -0.39  0.439
H -3.49 -0.44 0.47  0.239
H -2.59 1.61 1.56  0.247
C 2.51 0.25 -0.13  0.455
C 0.90 -1.17 0.87  -0.054